53
Properties=species:S:1:pos:R:3:forces:R:3 method="wB97M-V/def2-TZVPD" orbital_gap_ha=0.2561 total_charge=-1
Ni 0.071075 0.113962 0.547280 -0.255 0.104 -0.054
Cl 6.359093 2.235860 -0.512125 0.000 0.000 0.000
C 4.975534 1.452494 0.197017 0.001 -0.009 0.010
C 3.710505 1.822961 -0.237828 -0.017 0.006 0.002
C 2.584634 1.218821 0.298944 -0.029 0.005 -0.023
N 1.251091 1.507170 -0.091388 0.079 -0.135 0.179
C 0.956100 2.812610 -0.253298 -0.022 0.065 -0.138
O 1.709137 3.774211 -0.094827 0.017 -0.049 -0.033
C -0.451787 3.166959 -0.670113 -0.029 -0.005 0.054
C -1.446036 3.343204 0.289468 0.001 -0.043 0.005
C -2.696298 3.759750 -0.118112 -0.020 0.008 -0.014
C -2.913506 3.999121 -1.469568 -0.012 0.001 0.028
C -1.855895 3.813495 -2.341684 0.034 -0.039 -0.018
N -0.643772 3.408325 -1.964299 -0.041 0.010 0.011
C 2.744622 0.216967 1.274166 -0.021 -0.015 -0.013
C 4.011526 -0.139710 1.720640 -0.009 0.007 -0.004
C 5.124933 0.484341 1.176816 0.003 0.006 -0.005
Cl 6.701674 0.015477 1.748160 0.003 -0.001 0.000
N 1.537387 -0.353616 1.663758 0.115 -0.002 0.103
C 1.395547 -1.353606 2.524872 0.007 -0.007 -0.003
O 2.216144 -1.931403 3.242312 -0.004 0.016 -0.010
C -0.053738 -1.790114 2.549472 -0.016 0.022 -0.019
C -0.495381 -2.741955 3.448830 -0.028 -0.024 0.017
C -1.832155 -3.101106 3.439631 0.022 -0.008 0.006
C -2.678338 -2.495144 2.525813 -0.017 0.018 -0.017
C -2.157778 -1.557424 1.649796 -0.021 0.018 -0.025
N -0.872442 -1.209306 1.652753 0.169 -0.044 0.045
H 3.605812 2.593012 -0.985364 0.022 0.004 0.000
H -1.227568 3.134740 1.328584 0.005 -0.006 -0.004
H -3.495334 3.893070 0.601392 0.004 0.003 0.003
H -3.878050 4.322442 -1.838357 0.002 0.003 -0.004
H -1.983648 3.992788 -3.404716 -0.008 0.004 0.000
H 4.121294 -0.901649 2.475874 0.001 -0.001 0.002
H 0.230942 -3.167688 4.126670 0.007 0.005 -0.003
H -2.209617 -3.842189 4.133010 -0.001 0.000 -0.002
H -3.729383 -2.743344 2.475371 0.000 0.000 0.000
H -2.779249 -1.073370 0.911523 -0.003 -0.002 -0.005
C -2.324443 -2.915853 -1.472658 -0.015 -0.006 -0.005
Ge -0.988180 -1.497926 -1.822230 -0.003 -0.031 0.041
C -1.038795 -1.151170 -3.759656 -0.023 0.038 0.011
C 0.766227 -2.295610 -1.424339 0.001 -0.011 -0.037
C -1.287767 0.155419 -0.831258 0.099 -0.005 -0.051
H -2.320039 -3.623472 -2.304711 -0.010 -0.026 0.024
H -3.332572 -2.505806 -1.381887 0.002 0.013 -0.022
H -2.096678 -3.467016 -0.558361 0.014 0.014 0.004
H -0.846122 -2.054120 -4.342120 0.012 -0.010 0.016
H -0.285747 -0.403206 -4.012962 -0.001 -0.001 -0.016
H -2.015472 -0.754899 -4.044296 0.003 -0.001 -0.012
H 0.970100 -3.144725 -2.081117 -0.007 0.006 -0.006
H 0.809098 -2.643130 -0.390431 0.003 -0.002 0.000
H 1.556612 -1.554567 -1.556971 0.005 -0.004 -0.002
H -2.317665 0.231847 -0.467838 -0.033 0.009 -0.044
H -1.155637 0.944077 -1.569635 0.016 0.102 0.025



60
Properties=species:S:1:pos:R:3:forces:R:3 method="wB97M-V/def2-TZVPD" orbital_gap_ha=0.2124 total_charge=-2 de_lowest_kj_mol=30.2
Cs 1.586334 1.126355 0.517585 0.394 -0.637 -0.688
C -2.776511 -0.025858 1.373807 0.015 0.011 -0.035
C -3.211051 -0.493999 -0.024610 0.008 0.011 -0.006
N -2.329267 0.073920 -1.038722 0.015 -0.046 -0.014
C -1.965423 -0.812500 -2.133710 -0.005 0.018 0.000
C -1.390759 -2.188557 -1.756815 0.003 0.023 0.013
S -0.042433 -2.184763 -0.537633 0.023 -0.015 0.056
C -0.888776 -2.597753 1.019828 -0.003 -0.007 -0.020
C -0.883319 -1.481049 2.068636 -0.025 -0.029 0.020
N -1.361275 -0.204148 1.598271 0.053 0.040 -0.022
H -3.390568 -0.548306 2.126315 -0.006 -0.003 -0.002
H -2.984814 1.041629 1.455333 -0.005 -0.003 0.009
H -4.247050 -0.176227 -0.195037 -0.004 0.000 0.005
H -3.216602 -1.588583 -0.056625 -0.006 0.001 -0.002
H -1.467209 0.317577 -0.552511 0.009 0.032 0.021
H -1.225914 -0.282547 -2.737740 -0.008 -0.007 0.007
H -2.840700 -0.983216 -2.773952 0.001 0.006 -0.006
H -0.969758 -2.631356 -2.662012 0.001 -0.002 0.001
H -2.160278 -2.874327 -1.396264 -0.002 -0.004 -0.007
H -0.357610 -3.450538 1.447345 -0.014 -0.005 0.007
H -1.898165 -2.937192 0.783051 0.001 0.002 0.005
H 0.149028 -1.349088 2.402783 -0.034 0.029 0.005
H -1.459120 -1.854229 2.935747 -0.002 0.018 0.008
H -0.949931 0.576680 2.092925 -0.071 0.047 0.034
Cl 3.629719 -1.666361 0.160596 0.125 -0.088 -0.048
C 3.617424 -2.086425 1.879295 -0.036 0.000 0.044
C 2.647399 -1.510770 2.675732 0.094 -0.061 -0.006
C 2.699907 -1.900808 3.996614 -0.044 0.010 -0.044
Cl 1.487325 -1.238439 5.111284 -0.002 0.006 0.018
C 3.631001 -2.790498 4.526632 -0.001 -0.017 0.026
Cl 3.628004 -3.244429 6.207202 0.002 0.006 -0.010
C 4.590947 -3.335380 3.676362 -0.024 0.022 -0.009
Cl 5.774520 -4.445933 4.286051 0.003 -0.004 0.003
C 4.586667 -2.979461 2.329303 0.014 -0.012 -0.018
Cl 5.779791 -3.661129 1.263487 -0.005 0.004 0.005
O -0.545945 6.781438 1.166652 -0.161 0.182 -0.228
C -1.384715 6.374324 0.240613 0.058 0.081 0.078
O -2.050001 7.148361 -0.424574 -0.040 0.001 -0.033
C -1.490416 4.907756 0.038860 -0.011 -0.009 -0.051
C -2.242897 4.327271 -0.960933 0.025 -0.016 0.015
N -2.099584 3.000703 -0.833651 -0.001 0.001 -0.035
N -1.300631 2.666420 0.179409 0.022 -0.027 0.045
C -0.914552 3.806427 0.727481 -0.004 -0.002 0.017
C 0.046186 3.747717 1.893525 -0.111 0.048 0.080
O 0.517656 4.853632 2.281621 0.049 -0.133 0.082
O 0.315630 2.621578 2.343413 -0.331 0.520 0.523
H -0.066442 5.972351 1.616553 0.063 -0.030 0.177
H -2.838117 4.785068 -1.731710 -0.004 -0.005 -0.001
H -2.456196 2.229161 -1.390349 0.022 -0.019 0.011
S 1.223556 2.109271 -2.886048 -0.138 0.052 -0.064
C 1.325476 0.488382 -3.460441 0.083 -0.018 0.027
C 0.863209 0.140259 -4.758683 -0.029 -0.002 0.003
C 0.959396 -1.153057 -5.210461 -0.007 -0.004 0.001
C 1.521787 -2.129994 -4.385027 -0.005 0.010 -0.002
C 1.944224 -1.720942 -3.132257 -0.021 -0.002 0.009
N 1.850800 -0.475755 -2.668813 0.053 0.021 -0.017
H 0.434567 0.920998 -5.372639 0.002 0.003 0.003
H 0.600633 -1.411099 -6.202296 0.004 0.009 -0.002
H 1.622467 -3.160994 -4.698727 0.007 0.000 0.012
H 2.372377 -2.441565 -2.440073 0.007 -0.005 -0.001



50
Properties=species:S:1:pos:R:3:forces:R:3 method="wB97M-V/def2-TZVPD" smiles="COc1cccc(NC(=O)Cn2c(CCC(=O)O)ccc2-c2ccc(Cl)cc2)c1" orbital_gap_ha=0.2956 total_charge=0 de_lowest_kj_mol=9.9
C 2.554134 4.817411 1.342825 -0.202 0.086 0.100
O 3.734345 4.305985 0.768297 0.225 -0.186 -0.154
C 3.681049 3.102303 0.139476 0.209 -0.229 -0.185
C 4.879842 2.648532 -0.413302 -0.036 0.200 0.121
C 4.919633 1.436651 -1.071399 -0.079 0.091 0.066
C 3.779702 0.662375 -1.190953 -0.153 -0.096 -0.007
C 2.583508 1.111798 -0.640697 0.343 0.236 0.042
N 1.458856 0.288875 -0.795765 0.208 -0.216 -0.342
C 0.213617 0.455176 -0.298394 -0.194 -0.371 -0.218
O -0.150069 1.375350 0.403698 -0.065 0.163 0.178
C -0.762945 -0.662542 -0.717597 0.190 0.278 -0.141
N -1.354661 -1.307530 0.424525 -0.026 0.009 0.008
C -0.726114 -2.248679 1.193215 0.230 -0.341 0.502
C 0.671577 -2.700211 0.939205 -0.115 -0.024 -0.218
C 0.739293 -3.796566 -0.153008 0.148 0.051 0.067
C 1.822460 -3.538254 -1.163173 -0.086 0.141 -0.014
O 2.054003 -2.468254 -1.675638 0.071 0.125 -0.109
O 2.510870 -4.633500 -1.464802 0.274 -0.625 -0.063
C -1.620194 -2.705860 2.129800 0.325 0.004 -0.173
C -2.829204 -2.026799 1.922345 -0.111 0.282 -0.291
C -2.643399 -1.158191 0.868031 -0.347 -0.289 0.449
C -3.621703 -0.238373 0.303290 -0.195 0.238 -0.182
C -3.310307 1.089048 0.005603 -0.078 -0.076 0.052
C -4.270672 1.939901 -0.509141 -0.158 0.020 -0.086
C -5.556921 1.472103 -0.721113 0.127 -0.113 0.077
Cl -6.760979 2.534747 -1.369392 -0.118 0.106 -0.066
C -5.894918 0.163987 -0.411768 -0.073 0.138 -0.013
C -4.929239 -0.681605 0.097013 0.157 0.044 -0.011
C 2.530637 2.331183 0.025099 -0.183 0.321 0.220
H 2.166823 4.154992 2.122786 0.004 0.017 -0.038
H 1.778332 4.979410 0.588309 0.020 -0.020 0.031
H 2.833123 5.772559 1.785031 -0.067 -0.064 -0.018
H 5.759787 3.262875 -0.312591 0.114 0.077 0.013
H 5.849233 1.090245 -1.497374 0.075 -0.028 -0.036
H 3.807642 -0.286516 -1.705347 0.004 -0.116 -0.062
H 1.652310 -0.560836 -1.318577 -0.234 0.038 0.166
H -1.563545 -0.198141 -1.301167 0.180 -0.105 0.025
H -0.252167 -1.400175 -1.341596 -0.098 0.058 0.016
H 1.291766 -1.852894 0.642413 0.061 -0.066 0.072
H 1.080545 -3.098445 1.867632 0.011 0.076 -0.031
H -0.205688 -3.820762 -0.703433 0.066 -0.035 -0.030
H 0.892239 -4.784062 0.278884 -0.102 0.024 -0.021
H 3.194424 -4.452194 -2.130659 -0.201 0.256 0.079
H -1.420928 -3.442421 2.882956 0.117 -0.149 0.145
H -3.728414 -2.130821 2.496199 -0.208 0.058 0.087
H -2.320909 1.468999 0.210901 0.093 0.001 0.020
H -4.024699 2.965701 -0.735436 -0.008 0.097 -0.020
H -6.902861 -0.185809 -0.572066 -0.087 -0.008 -0.027
H -5.183329 -1.704038 0.332876 -0.009 -0.106 -0.008
H 1.594134 2.653252 0.443998 -0.022 0.028 0.027



50
Properties=species:S:1:pos:R:3:forces:R:3 method="wB97M-V/def2-TZVPD" smiles="NNC(=O)CN[C@H](c1ccccc1)c1cc(Cl)ccc1NC(=O)c1ccccc1" orbital_gap_ha=0.3267 total_charge=0 de_lowest_kj_mol=0.0
N -4.450066 -3.881506 1.002320 0.031 -0.110 -0.046
N -3.297980 -3.136776 1.332520 -0.350 -0.284 0.262
C -2.330353 -2.880931 0.429631 -0.018 0.082 0.306
O -2.346542 -3.349914 -0.693173 0.073 -0.019 -0.238
C -1.204393 -1.972821 0.925067 0.171 -0.138 -0.162
N -0.468263 -1.374320 -0.173601 -0.055 -0.187 -0.235
C -1.223559 -0.330831 -0.875886 -0.205 0.024 -0.051
C -0.398987 0.285478 -1.993556 0.065 -0.099 -0.115
C -0.925410 1.371604 -2.685249 0.033 -0.029 -0.041
C -0.217415 1.965571 -3.712645 -0.086 0.044 -0.012
C 1.030331 1.481279 -4.069111 0.103 -0.009 -0.039
C 1.558477 0.398217 -3.391390 0.090 0.031 -0.086
C 0.850425 -0.196773 -2.359350 -0.159 -0.088 0.002
C -1.653348 0.763394 0.081019 -0.016 -0.046 0.120
C -2.976285 1.175798 0.082470 0.045 0.060 0.131
C -3.390266 2.212274 0.902648 0.171 0.016 0.040
Cl -5.050108 2.702944 0.880593 -0.195 0.062 -0.002
C -2.487413 2.852166 1.733550 -0.206 -0.148 -0.201
C -1.169066 2.440134 1.750098 0.167 0.039 0.085
C -0.734647 1.394979 0.936538 -0.379 0.254 0.138
N 0.580928 0.944992 0.940520 0.142 -0.100 -0.272
C 1.613351 1.339742 1.742739 -0.025 -0.069 -0.126
O 1.537731 2.174777 2.621284 -0.007 0.062 0.166
C 2.886724 0.620960 1.440774 0.316 -0.028 0.006
C 3.715818 0.259622 2.497545 -0.142 0.058 -0.016
C 4.911641 -0.390009 2.253519 0.009 -0.010 0.048
C 5.297369 -0.664430 0.951552 0.039 -0.016 -0.062
C 4.488673 -0.280108 -0.105633 0.078 -0.071 -0.059
C 3.285312 0.358854 0.133810 -0.091 0.044 0.122
H -4.546560 -3.842193 -0.013318 0.065 0.025 0.246
H -4.306347 -4.862311 1.249858 0.124 0.284 -0.152
H -3.343797 -2.666000 2.223435 0.026 0.095 -0.258
H -0.504967 -2.585791 1.504474 -0.151 0.051 0.039
H -1.600288 -1.188250 1.573288 0.062 -0.088 0.050
H -0.276393 -2.119138 -0.842127 -0.007 0.100 0.077
H -2.134819 -0.750999 -1.336443 0.137 0.079 0.124
H -1.897417 1.754886 -2.411805 -0.089 0.067 0.029
H -0.640857 2.809100 -4.237138 -0.039 0.073 -0.042
H 1.585062 1.944403 -4.871241 0.048 0.040 -0.064
H 2.528974 0.009412 -3.663810 0.086 -0.030 -0.031
H 1.282938 -1.041697 -1.845345 0.044 -0.056 0.070
H -3.692663 0.687382 -0.561501 -0.062 -0.060 -0.068
H -2.811065 3.662832 2.366386 -0.047 0.074 0.057
H -0.460297 2.925110 2.399939 0.004 0.001 0.012
H 0.726261 0.121866 0.360386 0.124 0.027 0.247
H 3.406515 0.494098 3.505012 -0.021 0.042 0.086
H 5.547261 -0.677400 3.077891 0.040 -0.027 0.068
H 6.233555 -1.167756 0.759823 0.074 -0.036 -0.017
H 4.799362 -0.475195 -1.121590 0.032 -0.003 -0.089
H 2.672841 0.683298 -0.694770 -0.052 0.017 -0.048



What are the E_LUMO values for these records? In order: 2.41 3.65 0.30 0.55 eV.
What are the total energy values for these records? In order: -5726.2036 -4543.3240 -1721.6618 -1680.6803 Eh.
What are the HOMO values for these records? In order: -4.563 -2.126 -7.740 -8.337 eV.